The following is a quantum chemistry calculation of a cluster of 2 separate species, C21H44N2O4P in total in a non-equilibrium geometry, from the OMol25 dataset.

Values from the calculation:
Calculated total energy   -42937.3616 eV
LUMO   -0.135 hartree
Net charge   +1
Highest occupied orbital energy   -11.4391 eV
HOMO-LUMO gap   7.75 eV

Atoms and positions in Å:
H: -2.339669 -4.489431 -0.322120
C: 2.808860 -0.612046 -0.834433
H: -2.843423 -0.488104 -0.570201
H: 4.757761 -2.921761 2.007045
H: -2.412952 5.239199 -3.344544
H: -1.408173 -0.311807 0.568634
C: -1.073662 -1.662427 -1.190980
H: 0.998155 -2.607687 -1.321101
H: 0.833797 0.332466 -1.137185
H: 1.159898 -0.177653 0.597916
O: -1.939344 2.837864 -0.308364
C: 4.921485 -1.707033 0.415647
H: -1.470473 6.790285 2.805694
H: 0.607950 6.966778 1.317517
H: -0.068308 5.001341 -2.718177
H: 2.947663 -3.186450 -1.966054
P: -1.144404 3.952715 0.377193
H: -3.747341 -5.154823 0.633016
H: -4.656210 -3.070843 1.163245
H: -4.446795 -3.748527 -2.065223
H: -2.597514 3.163077 4.208313
H: -2.429200 6.992877 1.338651
N: 5.342747 -2.959524 1.154478
H: -2.852508 3.730509 -2.568313
C: -2.044039 4.241412 -3.093262
O: -0.214344 5.132777 1.167886
H: -1.443880 -2.713052 -1.450084
H: 2.820917 -2.391458 0.471549
H: -4.243224 -2.325640 -0.479928
H: -2.925176 -1.566642 1.909771
H: -0.418747 6.818883 -0.077325
H: 0.332363 -2.368763 0.350818
C: -2.564255 -2.141470 0.988656
H: -5.399963 -4.920867 -1.056359
C: 4.736434 -3.990097 -1.126467
C: -3.840932 -2.915924 0.395075
H: -1.682357 4.596694 3.701956
H: 4.308997 -2.270939 -2.161588
H: -3.977521 -5.519715 -2.099229
H: -3.405485 2.874549 1.829744
H: 5.740679 -1.541359 -0.368018
C: -3.049670 3.837532 2.207343
H: 4.289857 -4.927524 -1.598893
O: -1.130996 4.917838 -0.970975
H: -1.764790 -2.854384 1.381082
H: 3.375673 0.308073 -0.471384
C: -4.351168 -4.684427 -1.437978
C: 6.371462 -6.406947 1.219421
H: 6.901572 -7.155706 1.874732
H: 4.905128 -0.867701 1.173379
H: -1.243631 3.013623 3.073148
C: 1.260192 -0.499244 -0.492814
H: -3.922884 4.398625 2.547492
H: -1.097663 -1.039381 -2.135234
C: -2.011550 -1.063282 -0.040312
H: 2.908333 -0.589373 -1.976012
C: -1.452264 7.178667 1.786444
C: 5.730830 -5.466432 0.763420
H: -1.317160 8.262553 1.822713
C: 0.429927 -1.853421 -0.667908
O: -2.461759 4.585352 1.151394
H: -1.833176 3.705647 -4.022322
C: -2.091715 3.641939 3.367668
C: -0.340793 6.544256 0.973446
C: 3.512043 -1.943951 -0.309119
C: -3.453768 -4.387572 -0.155983
C: 4.886473 -4.185600 0.442902
H: 5.724918 -3.832671 -1.667820
H: -0.323420 3.367978 -2.111745
N: 3.784975 -2.846254 -1.473099
H: 3.833814 -4.411853 0.837373
C: -0.796579 4.346235 -2.234187

Forces on atoms 1 to 6 (eV/Å):
H -1.239 0.189 -0.048
C 0.017 0.004 -0.738
H 0.918 -0.817 1.053
H 0.872 -0.275 -0.340
H 0.091 -0.062 -0.018
H -0.745 -0.696 -0.940

Atomic partial charges in e from the Mulliken method, atoms 1 to 5: atom 1 (H): 0.26, atom 2 (C): -1.17, atom 3 (H): 0.34, atom 4 (H): 0.33, atom 5 (H): 0.33